Entry 1:
The following is a quantum chemistry calculation of a cluster of 3 separate species, C5H14NO in total, from the OMol25 dataset.

Structure (XYZ):
```
21
Properties=species:S:1:pos:R:3:forces:R:3
C -2.7612 1.3040 -0.9990 -0.4 0.1 -0.4
C -1.9789 0.0867 -1.1199 0.3 -0.1 -0.7
C -1.3515 -0.5801 -0.0717 0.8 0.7 1.1
C -0.4607 -1.5712 -0.3651 -1.8 -1.5 -0.5
C -1.5299 -0.0971 1.3483 0.1 -0.2 -0.3
N 4.4201 0.1884 0.1418 0.0 -0.1 0.0
H -2.1721 2.0211 -0.4325 0.0 0.2 0.4
H -3.7296 1.1804 -0.4966 0.2 -0.2 0.4
H -1.8111 -0.3072 -2.1225 0.0 0.0 0.1
H 2.4522 0.1997 0.4892 0.2 -0.2 0.0
H -0.3042 -1.9331 -1.3792 0.2 0.3 0.0
H -0.1508 -2.2484 0.4242 0.7 0.4 0.1
H -1.0793 -0.7662 2.0673 -0.2 -0.5 0.1
H -2.5945 0.0135 1.5183 -0.1 0.2 0.5
H -0.9653 0.8151 1.5340 -0.3 0.4 -0.3
H 4.6411 -0.5078 -0.5622 0.0 0.1 -0.1
H 4.8690 -0.1603 0.9837 -0.1 0.1 0.1
H 4.9204 1.0352 -0.1128 -0.1 -0.1 0.0
H -3.0120 1.7281 -1.9614 0.1 0.0 -0.3
H 1.0074 -0.3747 0.2153 0.7 0.4 0.0
O 1.5909 -0.0265 0.9009 -0.4 0.0 0.1
```
Forces are in eV/Å.

molar mass	104.2	g mol⁻¹
energy	-328.571539	a.u.
net charge	+1
HOMO energy	-0.49750	Ha
energy above the lowest of the compared OMol25 structures with the same formula, charge and spin	3.121	eV
F_max	2.386	eV/A

=====

Entry 2:
The following is a quantum chemistry calculation of a cluster of 9 separate species, C51H56N5O10 in total, from the OMol25 dataset.

Structure (XYZ):
```
122
Properties=species:S:1:pos:R:3:forces:R:3
C -1.9323 1.7310 0.9758 3.1 0.9 2.8
C -1.0537 2.2813 -0.1716 1.3 1.7 5.1
N -0.1250 1.2100 -0.2908 4.6 -1.8 -1.2
C -0.1754 0.0031 -0.9778 -1.9 -0.8 -0.8
C 0.9687 -0.7646 -0.7620 -1.6 4.5 1.9
N 1.7298 0.0432 0.1514 -1.5 -1.1 -3.5
C 1.0879 1.1993 0.3283 -0.1 0.9 1.9
C 3.0763 -0.2795 0.5109 1.4 -7.9 -8.0
H -1.2515 1.1929 1.7815 -1.7 1.4 -1.3
H -2.5401 1.0352 0.5556 -1.7 -2.5 -1.1
H -2.6080 2.4566 1.3687 -0.1 0.7 0.7
H -0.4690 3.2871 0.1181 -1.4 -2.3 -0.9
H -1.8414 2.4189 -0.8051 -0.8 0.4 -3.4
H -1.1935 -0.1573 -1.4648 2.0 -0.4 0.3
H 1.3715 -1.6420 -1.1367 0.3 -1.5 -0.6
H 1.4324 1.9392 1.1120 -0.4 -0.7 -1.4
H 3.2700 0.2929 1.1649 3.0 7.6 9.3
H 4.0753 -0.1730 -0.2208 -3.3 -0.1 0.8
H 3.2136 -1.3273 0.9116 -0.7 1.1 -0.6
N 3.7754 3.7380 1.4972 -0.2 2.6 0.6
C 3.3618 4.7266 2.3947 -1.1 -1.4 -4.9
C 2.4911 5.7767 2.0060 -0.5 -1.0 -1.2
C 2.0654 5.8452 0.6303 2.0 -0.9 1.8
C 2.6981 4.9020 -0.2489 -2.2 3.2 0.3
C 3.5342 3.9512 0.1694 -0.1 -0.6 4.5
H 3.6850 4.4497 3.3212 0.5 0.1 2.8
H 1.9922 6.3832 2.7626 0.5 0.1 -0.2
H 1.3584 6.6373 0.3296 0.4 -0.8 -0.1
H 2.4599 5.0084 -1.2621 -0.2 0.0 -1.5
H 3.9397 3.1699 -0.3543 0.8 -1.4 -2.1
N 6.2583 -2.0355 3.0817 0.4 0.2 0.2
C 7.2249 -1.9655 4.0337 -0.9 2.8 -1.9
C 7.4353 -2.8970 4.9745 2.9 -0.3 3.3
C 6.5192 -3.9727 5.1615 0.4 -1.8 -1.3
C 5.5624 -4.1150 4.1092 0.8 1.3 0.3
C 5.4790 -3.0923 3.0538 0.9 -1.3 3.1
H 7.7349 -0.9464 4.0477 -0.2 -1.8 -0.1
H 8.4719 -2.6008 5.5866 -3.2 -1.5 -1.0
H 6.6491 -4.8915 5.9231 -0.3 2.6 -1.7
H 4.9252 -4.9938 4.1586 -0.2 0.3 -0.3
H 4.7232 -3.0542 2.3122 -0.7 -0.6 -0.7
N -1.1123 6.3416 0.9312 4.4 2.8 1.6
C -1.0466 6.8344 2.1620 -0.9 -1.6 1.1
C -2.0951 6.5881 3.0923 0.1 -0.3 -0.9
C -3.2125 5.9721 2.6054 -1.2 -1.0 -2.7
C -3.2509 5.6713 1.2186 -4.3 -1.1 1.1
C -2.1729 5.8384 0.4560 -1.5 0.8 4.3
H -0.0853 7.2008 2.4792 0.0 0.4 0.1
H -2.1439 6.6916 4.1411 0.9 0.9 1.0
H -4.1196 5.6165 3.1064 0.7 0.6 0.6
H -4.2227 5.2600 0.7537 1.6 0.6 0.9
H -2.0838 5.6064 -0.4569 -0.1 -2.1 -7.1
C -4.0118 -2.5770 -2.8844 1.1 0.6 2.1
C -4.1184 -1.4525 -1.8041 -2.9 -1.0 -9.8
C -4.8723 -0.3248 -2.3164 1.1 -2.0 -0.4
C -5.3036 -0.2687 -3.7036 2.5 -2.1 2.4
C -4.9919 -1.2750 -4.6146 -2.4 3.7 -2.4
C -4.3894 -2.3869 -4.2564 1.3 -6.3 4.9
O -4.5552 -3.5443 -5.0138 -0.8 5.4 -2.3
O -5.1967 0.7596 -1.5832 -1.2 1.0 -4.5
H -3.5720 -3.6825 -2.5747 -1.2 3.2 -0.7
H -3.8143 -1.7369 -0.9161 1.3 -0.6 4.6
H -5.7770 0.5979 -3.9824 -1.1 1.8 -0.7
H -5.3430 -1.2042 -5.6803 0.3 0.1 1.2
H -4.4598 -4.4428 -5.0204 1.1 -3.0 1.5
H -5.0311 0.7702 -0.7048 1.0 -0.7 4.4
C 6.3294 -1.6922 -1.7561 -3.2 2.5 -1.2
C 5.7785 -0.4358 -2.4634 2.9 -3.6 2.8
C 4.4914 -0.4183 -2.8812 0.0 -0.4 -1.3
C 3.7574 -1.6652 -2.8540 0.4 -0.3 1.3
C 4.1705 -2.8377 -2.1508 -0.9 1.6 -0.8
C 5.4208 -2.7605 -1.5278 1.6 0.7 -0.8
O 5.8329 -3.8753 -0.8815 -0.1 -0.9 0.5
O 4.0532 0.7676 -3.4980 -3.0 -2.8 0.7
H 7.3324 -1.6706 -1.3298 -0.3 -0.1 -0.2
H 6.4801 0.3989 -2.5821 -0.5 -0.3 0.0
H 2.7898 -1.7904 -3.2620 -0.9 0.6 -0.8
H 3.4837 -3.7749 -2.0965 1.5 1.9 -0.1
H 6.2408 -3.6688 -0.0419 0.3 0.2 0.2
H 4.7282 1.3785 -3.6581 1.9 1.0 -0.2
C 0.9824 -1.7131 -5.6947 -1.0 -2.7 4.1
C 0.3967 -1.6822 -4.2976 -1.3 1.8 -4.0
C 0.1853 -2.8515 -3.5712 1.0 1.6 0.1
C 0.9697 -3.9361 -3.8893 -0.3 -1.4 -0.1
C 1.5858 -4.0276 -5.1367 3.4 -3.2 -0.7
C 1.6427 -3.0030 -6.0504 -1.9 5.3 0.2
O 2.3168 -3.0421 -7.2132 0.3 -5.0 1.6
O -0.6429 -2.8847 -2.4712 0.1 -5.3 -0.1
H 0.6489 -0.8355 -6.2873 1.1 -0.9 0.0
H -0.1969 -0.7018 -4.1183 1.0 -1.9 0.1
H 0.9833 -4.7548 -3.1172 0.2 0.5 -1.2
H 2.3262 -4.9904 -5.4373 -2.4 2.6 1.0
H 2.3887 -2.2940 -7.7129 -0.2 3.3 -1.4
H -0.7087 -4.0361 -2.4054 -0.2 5.2 0.4
C 1.0356 -2.5087 2.4437 -5.3 -2.5 -1.8
C -0.2277 -1.7722 2.5486 2.3 0.4 0.4
C -1.4991 -2.3686 2.4362 1.0 -1.6 -1.2
C -1.4729 -3.7614 2.0500 -2.2 2.3 0.2
C -0.2879 -4.4625 1.7797 -2.3 1.2 1.2
C 0.9307 -3.9292 2.0044 3.2 3.6 1.7
O 2.1231 -4.7071 1.9660 -0.3 5.3 -0.2
O -2.6385 -1.5772 2.5449 -1.4 -1.8 -0.8
H 1.8895 -1.9293 2.3758 1.8 0.5 0.4
H -0.0852 -0.6540 2.7367 -0.6 -1.7 -0.2
H -2.5179 -4.2275 1.9288 1.9 0.3 0.1
H -0.5176 -5.4673 1.6807 0.4 -2.1 -0.7
H 1.7284 -5.5040 1.9673 -1.1 -5.1 -0.1
H -3.4856 -2.0619 2.1910 2.8 1.0 1.0
C -7.0777 0.5091 2.3075 -1.2 3.2 0.3
C -8.1538 1.4431 2.6398 9.3 3.9 -2.0
C -7.8451 2.8986 2.6040 -1.6 -3.6 -1.5
C -6.5655 3.3518 2.1960 -1.5 0.7 0.4
C -5.5869 2.4990 1.7352 -0.3 -3.8 1.9
C -5.8220 1.0498 1.8430 -1.9 1.1 0.7
O -4.7898 0.1796 1.5495 -0.9 -1.2 0.8
O -8.9534 3.7344 2.6884 -0.9 -0.8 0.1
H -7.3806 -0.5159 2.5177 0.9 -0.2 -0.6
H -9.0834 1.2427 2.7955 -5.5 -2.0 1.2
H -6.3888 4.4262 2.2276 0.0 -0.2 -0.1
H -4.5352 2.7514 1.7783 -0.1 0.4 -0.7
H -5.1167 -0.6762 1.9574 0.9 1.3 -0.9
H -9.8404 3.2109 2.6212 2.7 1.2 0.3
```
Forces are in eV/Å.

molar mass	899.0	g mol⁻¹
energy	-3002.358261	a.u.
net charge	+1
HOMO energy	-0.36159	Ha
energy above the lowest of the compared OMol25 structures with the same formula, charge and spin	2.625	eV
F_max	12.357	eV/A